C17H35F3O19PS | ωB97M-V/def2-TZVPD

HOMO-LUMO gap = 7.66 eV
Total energy = -3137.2676 Ha
LUMO energy = -4.380 eV
F_max = 3.82 eV/A

The geometry in ORCA input format:
```
! RIJCOSX wB97M-V def2-TZVPD def2/J DEFGRID3
* xyz 1 1
O 4.46377 -0.15284 4.12491
P 5.07555 -0.88555 3.08578
O 5.01872 -0.24532 1.71286
O 6.58504 -1.09934 3.40173
S 4.29013 -2.90062 2.84703
C 2.47010 -2.87658 2.46813
O 1.94571 -1.62427 2.29308
C 1.39234 -1.07960 3.41270
F 1.55144 0.17031 3.32990
F 1.94376 -1.48777 4.50485
F 0.15308 -1.32051 3.48827
H 4.60609 0.62783 1.83501
H 6.61660 -1.66624 4.18784
H 4.38597 -3.43114 4.08247
H 2.36461 -3.40206 1.54464
H 1.96718 -3.46475 3.20917
C -6.03098 -2.26753 2.44041
O -5.01114 -1.89194 1.50763
C -3.97089 -1.27077 2.05090
O -3.82598 -1.01352 3.21598
O -3.10521 -0.98044 1.07627
C -1.93208 -0.30051 1.52513
H -6.81754 -2.75906 1.87724
H -5.64138 -2.96228 3.18087
H -6.44817 -1.38988 2.92815
H -1.38396 -0.91156 2.22750
H -2.18895 0.65738 1.97458
H -1.31017 -0.12039 0.65233
C 1.97007 2.48551 -2.38282
O 0.83000 1.70243 -2.02174
C -0.32669 2.34303 -2.19402
O -0.45572 3.46203 -2.60420
O -1.31600 1.52372 -1.83848
C -2.62344 2.09102 -1.98452
H 2.85465 1.87986 -2.21079
H 1.93061 2.75094 -3.43633
H 2.03314 3.38007 -1.76693
H -2.81648 2.34577 -3.02370
H -2.73355 2.97000 -1.35280
H -3.33334 1.33336 -1.66740
C 6.28916 5.17659 -1.27596
O 5.88069 5.56774 0.03890
C 5.04858 4.72776 0.63339
O 4.62758 3.69757 0.16556
O 4.75498 5.21752 1.83509
C 3.85773 4.42095 2.60485
H 6.96096 5.94749 -1.63813
H 6.82010 4.22754 -1.24669
H 5.43106 5.11186 -1.94118
H 4.28722 3.43886 2.80150
H 2.89855 4.32295 2.09995
H 3.70991 4.93550 3.54852
C 5.29560 -0.90139 -1.88276
O 5.89103 -1.40385 -3.07617
C 5.30260 -0.97283 -4.20182
O 4.35407 -0.23627 -4.25234
O 5.95961 -1.48121 -5.23207
C 5.44613 -1.09404 -6.51220
H 5.86194 -1.30828 -1.04833
H 5.35410 0.18520 -1.84890
H 4.25902 -1.22783 -1.80119
H 5.50645 -0.01578 -6.63927
H 4.42010 -1.43363 -6.63253
H 6.06931 -1.57499 -7.25877
C -12.68062 -3.79592 -0.04026
O -11.66009 -3.41615 -0.96688
C -10.62146 -2.79698 -0.41620
O -10.48386 -2.54583 0.75198
O -9.75352 -2.50206 -1.38369
C -8.58340 -1.82711 -0.92754
H -13.46016 -4.28575 -0.61496
H -12.28994 -4.49415 0.69666
H -13.09818 -2.92028 0.45154
H -8.03281 -2.44685 -0.22301
H -8.84098 -0.87254 -0.47291
H -7.95837 -1.64259 -1.79580
*
```

C17H35N2O11P | ωB97M-V/def2-TZVPD

HOMO-LUMO gap = 8.94 eV
Total energy = -1947.1989 Ha
LUMO energy = -0.001 eV
F_max = 1.99 eV/A

The geometry in ORCA input format:
```
! RIJCOSX wB97M-V def2-TZVPD def2/J DEFGRID3
* xyz 0 1
N -1.51970 1.04170 -3.74417
P -0.09093 1.62765 -4.46457
O 0.32865 2.72477 -3.35200
O 0.89876 0.28283 -4.14528
C 1.98418 0.52493 -3.38467
O 1.94174 0.62062 -2.17129
O 3.15021 0.63170 -4.04187
C 3.11688 1.10166 -5.36614
O 2.72792 0.05266 -6.22828
N 1.66969 0.41693 -7.15614
O 2.04863 1.14435 -7.96912
H -2.02447 0.51253 -4.43898
H -2.07398 1.86122 -3.52240
H 0.52381 2.35540 -2.47903
H 2.47429 1.96340 -5.47504
H 4.12864 1.37331 -5.59979
C -1.97308 -2.20710 -9.58177
C -0.60851 -1.63714 -9.27220
C 0.34998 -1.50095 -10.43198
O -0.29882 -1.30612 -8.15543
H -2.56179 -2.25233 -8.66958
H -2.48728 -1.57614 -10.30817
H -1.87399 -3.21256 -9.99314
H -0.07298 -0.84170 -11.19115
H 0.54019 -2.47860 -10.87711
H 1.28867 -1.08135 -10.08088
C -2.07581 3.20723 1.52955
C -1.86111 2.62426 0.15909
C -0.80234 1.55313 0.04549
O -2.49502 2.98662 -0.80529
H -2.86085 3.95948 1.48827
H -2.36935 2.42096 2.22319
H -1.15723 3.66318 1.88854
H -1.05605 0.70644 0.68418
H 0.16769 1.95132 0.34879
H -0.74972 1.21083 -0.98674
C 1.23443 2.08433 5.72318
C 0.03311 2.13260 4.81638
C -1.20638 1.42419 5.30105
O 0.06885 2.70178 3.74818
H 2.06192 2.61844 5.26641
H 0.99577 2.54324 6.68491
H 1.53123 1.05019 5.88018
H -1.54179 1.85613 6.24333
H -0.99946 0.37113 5.45035
H -1.99697 1.52846 4.56136
C -2.40654 -3.22608 6.17955
C -2.34819 -2.10056 7.18385
C -2.39037 -2.48423 8.64231
O -2.27125 -0.94725 6.83525
H -2.36920 -2.81756 5.17293
H -1.56146 -3.90082 6.32422
H -3.33294 -3.78848 6.30147
H -1.54445 -3.12909 8.88429
H -3.31633 -3.01727 8.86184
H -2.34161 -1.58799 9.25455
C 3.69474 -2.33814 4.25094
C 2.93068 -1.04501 4.09752
C 1.68090 -1.08414 3.24922
O 3.29875 -0.02491 4.62522
H 4.56548 -2.17222 4.87945
H 3.05961 -3.09596 4.71221
H 4.02186 -2.69689 3.27424
H 0.96406 -1.79157 3.67075
H 1.92785 -1.39330 2.23271
H 1.23074 -0.09413 3.21724
*
```

C17H35N2O9 | ωB97M-V/def2-TZVPD

HOMO-LUMO gap = 6.46 eV
Total energy = -1455.4960 Ha
LUMO energy = 2.326 eV
F_max = 0.55 eV/A

The geometry in ORCA input format:
```
! RIJCOSX wB97M-V def2-TZVPD def2/J DEFGRID3
* xyz -1 1
N -0.43319 2.64284 0.42181
C -1.49066 1.61748 0.29905
C -1.12571 0.43199 -0.60269
O -0.41562 -0.55335 0.16049
C -0.29379 0.80551 -1.80151
C -0.20593 -0.26917 -2.91361
N 1.16424 -0.80805 -3.02253
C -1.28711 -1.37616 -2.79794
O -1.07507 -2.30940 -1.99154
O -2.29378 -1.19503 -3.51196
H -0.78429 3.52353 0.06744
H -0.24073 2.81337 1.39875
H -1.67195 1.18964 1.28541
H -2.42226 2.06558 -0.04788
H -2.07204 0.01784 -0.96125
H -1.02519 -1.27415 0.33096
H 0.70465 1.07038 -1.46470
H -0.71773 1.70761 -2.24927
H -0.44025 0.22663 -3.85119
H 1.38396 -0.92945 -4.00147
H 1.18076 -1.73503 -2.61373
O 2.87502 -4.33448 -2.85146
C 2.57513 -4.10317 -1.71105
O 3.57708 -3.78144 -0.85338
C 3.29804 -3.26644 0.44864
C 3.05079 -4.34092 1.48471
C 1.16066 -4.20031 -1.20024
H 2.47417 -2.55351 0.39450
H 4.18986 -2.70235 0.72132
H 2.17651 -4.94575 1.24116
H 2.89468 -3.87578 2.45612
H 3.91075 -5.00715 1.55737
H 0.93716 -5.25734 -1.04553
H 0.46246 -3.77283 -1.92213
H 0.97989 -3.65943 -0.27692
O -2.48654 4.23742 -2.12263
C -3.67486 4.29972 -2.23997
O -4.41245 4.65596 -1.16067
C -5.82438 4.84742 -1.22102
C -6.58451 3.54477 -1.07740
C -4.36510 3.91207 -3.52784
H -6.10135 5.38679 -2.12816
H -6.04708 5.50382 -0.38085
H -6.36432 2.85773 -1.89389
H -7.65901 3.73221 -1.06690
H -6.30637 3.05128 -0.14675
H -4.44253 2.82550 -3.55594
H -3.73416 4.23030 -4.35290
H -5.35387 4.34274 -3.66345
O 5.33101 -2.85843 3.63728
C 4.71243 -1.91929 4.05244
O 3.38212 -1.88754 3.83725
C 2.52294 -0.85972 4.33597
C 2.49178 0.34734 3.42187
C 5.39040 -0.74845 4.72891
H 2.79178 -0.59936 5.36120
H 1.53888 -1.32361 4.37248
H 3.47094 0.82119 3.34601
H 1.78186 1.08540 3.79603
H 2.18778 0.05004 2.41853
H 5.79553 -0.09778 3.95518
H 6.21452 -1.13579 5.32190
H 4.74402 -0.16342 5.37756
*
```

C17H35NO29S7 | ωB97M-V/def2-TZVPD

HOMO-LUMO gap = 9.47 eV
Total energy = -5692.3814 Ha
LUMO energy = -0.053 eV
F_max = 5.69 eV/A

The geometry in ORCA input format:
```
! RIJCOSX wB97M-V def2-TZVPD def2/J DEFGRID3
* xyz 0 1
O 4.37250 24.86035 43.29833
S 4.97837 24.92233 41.97881
O 6.43266 24.99444 41.86614
O 4.41313 23.58626 41.23760
C 3.07043 23.69394 40.90857
C 2.86631 25.12853 40.45349
O 4.12858 25.81603 40.83598
H 3.06883 22.82758 40.24711
H 2.56061 23.48040 41.84803
H 2.03997 25.58633 40.99724
H 2.64796 25.18282 39.38695
O -1.25719 19.93642 44.66777
S -0.23175 19.18385 45.43325
O 0.38594 17.99396 44.70051
O 0.98728 19.97336 46.09249
C 0.78260 20.36109 47.42991
C -0.25394 19.37270 48.07241
O -0.85411 18.77278 46.93314
H 1.66756 20.26102 48.05833
H 0.27068 21.32314 47.45176
H -1.04151 19.82368 48.67611
H 0.29250 18.61937 48.63987
O 2.87107 29.26864 34.80458
S 2.33893 28.59718 33.57487
O 2.68442 28.99503 32.23869
O 2.57586 27.00734 33.80713
C 1.32243 26.32326 33.72743
C 0.23651 27.35763 34.20695
O 0.64188 28.53131 33.70702
H 1.39160 26.01010 32.68568
H 1.52313 25.44756 34.34467
H 0.07338 27.34614 35.28461
H -0.77190 27.09952 33.88355
O 6.19933 14.58836 38.51058
S 5.28964 15.59671 39.09388
O 3.89492 15.48284 38.96851
O 5.70332 15.82052 40.74729
C 5.75998 17.22323 41.03892
C 6.59635 17.73805 39.76605
O 5.93647 17.12841 38.68275
H 4.74740 17.62378 40.99072
H 6.25136 17.37684 41.99968
H 7.63036 17.40308 39.84805
H 6.46848 18.81812 39.69385
O -7.58279 14.50598 41.03882
S -6.07684 14.34508 41.08966
O -5.17313 15.17778 40.17274
O -5.56875 14.78457 42.57849
C -4.72465 13.83844 43.20580
C -4.44838 12.75322 42.22385
O -5.62053 12.76521 41.44185
H -3.80660 14.33619 43.51807
H -5.04284 13.35195 44.12785
H -4.14753 11.78382 42.62119
H -3.61511 13.01261 41.57081
O -6.67354 22.72321 41.02669
S -8.07450 22.42791 40.69299
O -9.08887 23.47148 40.83957
O -8.22571 21.82224 39.16091
C -9.18923 20.76408 39.02442
C -9.66640 20.37819 40.44199
O -8.58566 20.89543 41.27572
H -9.93172 21.13392 38.31728
H -8.62493 19.97222 38.53183
H -9.58595 19.31083 40.64784
H -10.65641 20.73021 40.73193
O 7.10795 18.67896 33.00381
S 5.80513 19.18816 32.73337
O 5.19418 20.12437 33.65962
O 5.65359 19.56940 31.14207
C 5.31576 18.46389 30.34867
C 4.67425 17.41316 31.28445
O 4.68586 18.00321 32.56644
H 4.67948 18.87209 29.56341
H 6.21871 17.98494 29.97002
H 5.31690 16.53329 31.25397
H 3.62015 17.36086 31.01196
C 0.83666 19.52552 36.58183
N -0.20622 19.87401 37.54029
C -0.91487 20.98316 37.57183
C -2.16819 21.03823 38.46268
O -0.74893 21.95576 36.90198
H 0.85386 20.27513 35.79071
H 0.50761 18.66152 36.00449
H 1.77937 19.33196 37.09363
H -0.29664 19.36291 38.40671
H -1.95372 21.52446 39.41436
H -2.54181 20.05273 38.74073
H -2.84172 21.58294 37.80106
*
```

Question: The highest LUMO energy belongs to which entry?
Answer: C17H35N2O9